<a>
Density functional theory data (ωB97M-V/def2-TZVPD) for an isolated ion of composition C6H15N and charge -1.

Its LUMO energy (spin up / spin down) is 3.92 / 3.97 eV. The multiplicity is 2. The calculation puts the HOMO energy (spin up / spin down) at 1.5 / -5.1 eV. The molecular weight is 101.19 u. As for the total charge: -1. Its frontier orbital gap (spin up / spin down) is 2.396 / 9.076 eV.

Bonds (Å) are listed after each position.
Element x y z (Å)
1 C -1.785 0.372 1.381  N2 1.450, C7 1.517, H8 1.092, H9 1.099
2 N -0.679 -0.383 0.824  C1 1.450, C3 1.452, H10 1.012
3 C 0.026 0.267 -0.267  N2 1.452, C4 1.555, H11 1.100, H12 1.086
4 C 1.407 -0.400 -0.527  C3 1.555, C5 1.550, C6 1.542, H13 1.090
5 C 2.549 0.342 0.212  C4 1.550, H14 1.089, H15 1.088, H16 1.094
6 C 1.717 -0.449 -2.036  C4 1.542, H17 1.088, H18 1.093, H19 1.092
7 C -3.096 0.243 0.630  C1 1.517, H20 1.092, H21 1.092, H22 1.099
8 H -1.490 1.422 1.422  C1 1.092
9 H -1.919 0.131 2.445  C1 1.099
10 H -1.004 -1.285 0.502  N2 1.012
11 H -0.554 0.224 -1.201  C3 1.100
12 H 0.191 1.319 -0.059  C3 1.086
13 H 1.340 -1.409 -0.118  C4 1.090
14 H 3.417 0.407 -0.443  C5 1.089
15 H 2.237 1.338 0.517  C5 1.088
16 H 2.873 -0.224 1.091  C5 1.094
17 H 2.074 0.527 -2.358  C6 1.088
18 H 0.803 -0.655 -2.599  C6 1.093
19 H 2.412 -1.243 -2.318  C6 1.092
20 H -3.499 -0.769 0.705  C7 1.092
21 H -2.963 0.499 -0.423  C7 1.092
22 H -3.882 0.887 1.049  C7 1.099

---

<b>
Density functional theory data (ωB97M-V/def2-TZVPD) for an isolated ion of composition C6H15N and charge -1.

Its LUMO energy (spin up / spin down) is 3.93 / 3.86 eV. The multiplicity is 2. The calculation puts the HOMO energy (spin up / spin down) at 1.5 / -4.8 eV. The molecular weight is 101.19 u. As for the total charge: -1. Its frontier orbital gap (spin up / spin down) is 2.446 / 8.631 eV.

Bonds (Å) are listed after each position.
Element x y z (Å)
1 C 0.102 1.715 0.648  C2 1.580, C3 1.555, H8 1.107, H9 1.211
2 C -0.721 2.238 1.892  C1 1.580, H10 1.129, H11 1.168, H12 1.075
3 C -0.759 0.687 -0.138  C1 1.555, N4 1.435, H13 1.112, H14 1.120
4 N 0.024 -0.515 -0.124  C3 1.435, C5 1.600, C7 1.495
5 C 0.167 -1.038 -1.629  N4 1.600, C6 1.519, H15 1.038, H16 1.139
6 C 1.578 -1.591 -1.718  C5 1.519, H17 1.040, H18 1.049, H19 1.194
7 C -0.442 -1.647 0.733  N4 1.495, H20 1.054, H21 1.143, H22 1.150
8 H 1.154 1.547 0.949  C1 1.107
9 H 0.293 2.640 -0.110  C1 1.211
10 H -0.764 1.340 2.576  C2 1.129
11 H -1.845 2.452 1.660  C2 1.168
12 H -0.204 2.942 2.517  C2 1.075
13 H -0.822 1.062 -1.183  C3 1.112
14 H -1.821 0.629 0.215  C3 1.120
15 H -0.483 -1.833 -1.778  C5 1.038
16 H 0.107 -0.080 -2.243  C5 1.139
17 H 2.091 -1.480 -2.616  C6 1.040
18 H 1.782 -2.502 -1.240  C6 1.049
19 H 2.289 -0.780 -1.207  C6 1.194
20 H -0.146 -1.333 1.694  C7 1.054
21 H -1.574 -1.777 0.639  C7 1.143
22 H -0.008 -2.677 0.465  C7 1.150

---

Energy comparison, zero being the most stable, in hartree: <a> 0.0000; <b> 0.0847.

---

<a>
Density functional theory data (ωB97M-V/def2-TZVPD) for one molecule with the formula C4H8N2S2.

Its LUMO energy is -0.01 eV. The calculation puts the HOMO energy at -8.5 eV. The molecular weight is 148.26 u. Its frontier orbital gap is 8.515 eV. As for the SMILES: [H]/N=C\NCCSC=S.

Bonds (Å) are listed after each position.
Element x y z (Å)
1 C -1.617 -0.986 -0.883  H6 1.061, N13 1.253, N14 1.329
2 C 0.773 -1.218 -1.586  C3 1.548, H8 1.101, H9 1.028, N14 1.572
3 C 1.927 -0.824 -0.634  C2 1.548, H10 1.055, H11 1.175, S15 1.832
4 C 0.182 0.344 1.442  H12 1.148, S15 1.765, S16 1.628
5 H -1.114 0.669 -1.989  N13 1.084
6 H -2.435 -1.609 -0.620  C1 1.061
7 H -0.538 -2.698 -0.595  N14 1.076
8 H 0.388 -0.441 -2.264  C2 1.101
9 H 0.944 -2.103 -2.080  C2 1.028
10 H 1.946 -1.541 0.139  C3 1.055
11 H 2.926 -0.314 -0.984  C3 1.175
12 H 0.049 -0.718 1.856  C4 1.148
13 N -1.880 0.054 -1.531  C1 1.253, H5 1.084
14 N -0.468 -1.632 -0.714  C1 1.329, C2 1.572, H7 1.076
15 S 1.242 0.717 0.082  C3 1.832, C4 1.765
16 S -0.824 1.527 1.932  C4 1.628

---

<b>
Density functional theory data (ωB97M-V/def2-TZVPD) for one molecule with the formula C4H8N2S2.

Its LUMO energy is 0.74 eV. The calculation puts the HOMO energy at -9.0 eV. The molecular weight is 148.26 u. Its frontier orbital gap is 9.693 eV. As for the SMILES: S[C@H]1C=NNC[C@@H]1S.

Bonds (Å) are listed after each position.
Element x y z (Å)
1 C 0.293 -1.058 0.326  C2 1.569, C4 1.558, H6 1.113, S15 1.872
2 C 0.524 0.262 1.143  C1 1.569, H7 1.094, H8 1.104, N13 1.499
3 C -0.624 0.689 -1.234  C4 1.531, H10 1.094, N14 1.275
4 C -0.849 -0.719 -0.677  C1 1.558, C3 1.531, H11 1.086, S16 1.807
5 H 2.439 -0.304 -0.625  S15 1.381
6 H -0.132 -1.900 0.916  C1 1.113
7 H 1.301 0.098 1.895  C2 1.094
8 H -0.426 0.506 1.650  C2 1.104
9 H 1.317 2.235 0.613  N13 1.008
10 H -1.151 0.923 -2.163  C3 1.094
11 H -0.743 -1.443 -1.479  C4 1.086
12 H -2.481 0.226 0.678  S16 1.317
13 N 0.978 1.365 0.234  C2 1.499, H9 1.008, N14 1.342
14 N 0.162 1.597 -0.805  C3 1.275, N13 1.342
15 S 1.903 -1.569 -0.479  C1 1.872, H5 1.381
16 S -2.511 -0.907 0.007  C4 1.807, H12 1.317

---

Energy comparison, zero being the most stable, in hartree: <a> 0.0431; <b> 0.0000.

---

<a>
Density functional theory data (ωB97M-V/def2-TZVPD) for a 2-piece molecular cluster, C2H5OPS overall.

Its LUMO energy is -1.02 eV. The calculation puts the HOMO energy at -8.9 eV. The molecular weight is 108.10 u. Its frontier orbital gap is 7.899 eV.

Bonds (Å) are listed after each position.
Element x y z (Å)
1 C 0.733 0.035 -0.328  P4 1.724, S5 1.639
2 C -1.769 0.663 0.329  S5 1.811, H6 1.085, H7 1.108, H8 1.085
3 O 0.251 -0.845 1.449  no bonds
4 P 2.412 -0.335 -0.448  C1 1.724, H9 1.402, H10 1.380
5 S -0.483 0.968 -0.909  C1 1.639, C2 1.811
6 H -2.082 1.608 0.762  C2 1.085
7 H -1.247 0.021 1.066  C2 1.108
8 H -2.604 0.158 -0.144  C2 1.085
9 H 2.464 -0.648 -1.814  P4 1.402
10 H 2.325 -1.625 0.036  P4 1.380

---

<b>
Density functional theory data (ωB97M-V/def2-TZVPD) for a 2-piece molecular cluster, C2H5OPS overall.

Its LUMO energy is -0.39 eV. The calculation puts the HOMO energy at -8.5 eV. The molecular weight is 108.10 u. Its frontier orbital gap is 8.080 eV. As for the SMILES: [PH2]#CS.C=O.

Bonds (Å) are listed after each position.
Element x y z (Å)
1 C 1.177 0.309 -0.709  P4 1.804, S5 1.690
2 C -1.951 -0.322 -0.197  O3 1.191, H6 1.157, H7 1.055
3 O -1.363 -0.708 0.764  C2 1.191
4 P 0.895 1.576 0.544  C1 1.804, H9 1.444, H10 1.453
5 S 1.105 -1.313 -0.237  C1 1.690, H8 1.388
6 H -1.335 0.060 -1.098  C2 1.157
7 H -3.000 -0.415 -0.131  C2 1.055
8 H 1.434 -1.823 -1.485  S5 1.388
9 H 0.738 0.797 1.748  P4 1.444
10 H 2.301 1.839 0.801  P4 1.453

---

Energy comparison, zero being the most stable, in hartree: <a> 0.0713; <b> 0.0000.

---

<a>
Density functional theory data (ωB97M-V/def2-TZVPD) for one molecule with the formula C2H5OPS.

Its LUMO energy is -0.79 eV. The calculation puts the HOMO energy at -9.4 eV. The molecular weight is 108.10 u. Its frontier orbital gap is 8.616 eV. As for the SMILES: O=PCCS.

Bonds (Å) are listed after each position.
Element x y z (Å)
1 C 0.679 1.030 0.232  C2 1.513, P4 1.894, H6 1.096, H7 1.096
2 C 0.123 -0.307 -0.211  C1 1.513, S5 1.843, H8 1.090, H9 1.090
3 O 2.811 2.640 0.176  P4 1.455
4 P 2.446 1.344 -0.375  C1 1.894, O3 1.455
5 S -1.593 -0.494 0.435  C2 1.843, H10 1.331
6 H 0.053 1.849 -0.140  C1 1.096
7 H 0.685 1.104 1.325  C1 1.096
8 H 0.717 -1.132 0.183  C2 1.090
9 H 0.077 -0.376 -1.297  C2 1.090
10 H -1.806 -1.701 -0.085  S5 1.331

---

<b>
Density functional theory data (ωB97M-V/def2-TZVPD) for one molecule with the formula C2H5OPS.

Its LUMO energy (spin up / spin down) is -1.30 / -1.66 eV. The calculation puts the HOMO energy (spin up / spin down) at -8.3 / -8.3 eV. The molecular weight is 108.10 u. Its frontier orbital gap (spin up / spin down) is 6.999 / 6.631 eV.

Bonds (Å) are listed after each position.
Element x y z (Å)
1 C -1.548 0.342 -1.240  P4 1.735, H6 1.084
2 C 0.465 -1.409 0.124  P4 1.858, H7 1.104, H8 1.097, H9 1.154
3 O 1.337 2.857 0.035  S5 1.459
4 P -0.325 0.268 -0.012  C1 1.735, C2 1.858, S5 2.309, H10 1.507
5 S 1.665 1.436 0.085  O3 1.459, P4 2.309
6 H -2.261 1.147 -1.098  C1 1.084
7 H 1.532 -1.345 0.400  C2 1.104
8 H 0.114 -1.971 -0.751  C2 1.097
9 H -0.112 -1.733 1.070  C2 1.154
10 H -0.866 0.410 1.387  P4 1.507

---

Energy comparison, zero being the most stable, in hartree: <a> 0.0000; <b> 0.1860.

---

<a>
Density functional theory data (ωB97M-V/def2-TZVPD) for one molecule with the formula C2H5OPS.

Its LUMO energy is 0.01 eV. The calculation puts the HOMO energy at -9.2 eV. The molecular weight is 108.10 u. Its frontier orbital gap is 9.210 eV. As for the SMILES: O[C@H]1PCS1.

Bonds (Å) are listed after each position.
Element x y z (Å)
1 C -1.392 0.805 -0.103  P4 2.252, S5 1.866, H6 1.079, H7 0.994
2 C 0.673 -0.615 0.557  O3 1.401, P4 1.933, S5 1.779, H8 1.093
3 O 1.593 -1.119 -0.371  C2 1.401, H9 1.001
4 P 0.773 1.296 0.276  C1 2.252, C2 1.933, H10 1.333
5 S -1.033 -0.996 0.227  C1 1.866, C2 1.779
6 H -2.032 1.436 0.494  C1 1.079
7 H -1.595 0.930 -1.069  C1 0.994
8 H 0.882 -0.860 1.602  C2 1.093
9 H 1.136 -1.983 -0.588  O3 1.001
10 H 0.996 1.106 -1.024  P4 1.333

---

<b>
Density functional theory data (ωB97M-V/def2-TZVPD) for a 2-piece molecular cluster, C2H5OPS overall.

Its LUMO energy (spin up / spin down) is -1.02 / -1.26 eV. The calculation puts the HOMO energy (spin up / spin down) at -8.2 / -7.7 eV. The molecular weight is 108.10 u. Its frontier orbital gap (spin up / spin down) is 7.141 / 6.418 eV.

Bonds (Å) are listed after each position.
Element x y z (Å)
1 C -0.455 0.994 0.173  C2 1.416, H6 1.105, H7 1.096
2 C 0.008 -0.289 0.554  C1 1.416, S5 1.954, H8 1.032, H9 1.106
3 O 0.077 -0.626 -2.828  P4 1.448
4 P -1.289 -0.226 -2.568  O3 1.448
5 S 1.073 -0.113 2.183  C2 1.954, H10 1.378
6 H -1.512 1.313 0.208  C1 1.105
7 H 0.257 1.639 -0.356  C1 1.096
8 H 0.667 -0.835 -0.021  C2 1.032
9 H -0.900 -0.861 0.819  C2 1.106
10 H 2.074 -0.995 1.837  S5 1.378

---

Energy comparison, zero being the most stable, in hartree: <a> 0.0000; <b> 0.0321.

---

<a>
Density functional theory data (ωB97M-V/def2-TZVPD) for an isolated ion of composition C3H6O2P and charge -1.

Its LUMO energy (spin up / spin down) is 4.19 / 4.19 eV. The calculation puts the HOMO energy (spin up / spin down) at -2.5 / -2.5 eV. The molecular weight is 105.05 u. As for the total charge: -1. Its frontier orbital gap (spin up / spin down) is 6.647 / 6.646 eV. As for the SMILES: C=C[P@@](=C)([O-])O.

Bonds (Å) are listed after each position.
Element x y z (Å)
1 C -1.462 -1.402 0.505  C3 1.341, H7 1.027, H8 1.080
2 C 0.229 1.884 -0.497  P6 1.687, H9 1.060, H10 1.062
3 C -0.412 -0.936 -0.186  C1 1.341, P6 1.852, H11 1.071
4 O 0.994 0.416 1.736  P6 1.505
5 O 2.084 0.081 -0.602  P6 1.653, H12 0.941
6 P 0.722 0.459 0.257  C2 1.687, C3 1.852, O4 1.505, O5 1.653
7 H -2.204 -1.968 0.075  C1 1.027
8 H -1.458 -1.308 1.581  C1 1.080
9 H -0.614 2.258 0.026  C2 1.060
10 H 0.149 2.207 -1.506  C2 1.062
11 H -0.277 -0.971 -1.248  C3 1.071
12 H 2.249 -0.721 -0.138  O5 0.941

---

<b>
Density functional theory data (ωB97M-V/def2-TZVPD) for a 2-piece molecular cluster, C3H6O2P overall.

Its LUMO energy (spin up / spin down) is 4.19 / 4.19 eV. The calculation puts the HOMO energy (spin up / spin down) at -3.7 / -3.7 eV. The molecular weight is 105.05 u. As for the total charge: -1. Its frontier orbital gap (spin up / spin down) is 7.858 / 7.859 eV.

Bonds (Å) are listed after each position.
Element x y z (Å)
1 C -1.772 -1.542 -0.485  C2 1.289, H7 1.050, H8 1.112
2 C -1.248 -1.015 0.568  C1 1.289, H9 1.020
3 C 0.915 1.714 0.260  P6 1.864, H10 1.190, H11 1.008, H12 1.102
4 O 2.302 -0.423 1.120  P6 1.494
5 O 1.656 -0.442 -1.380  P6 1.496
6 P 1.328 -0.090 0.037  C3 1.864, O4 1.494, O5 1.496
7 H -2.807 -1.709 -0.550  C1 1.050
8 H -1.261 -2.003 -1.359  C1 1.112
9 H -1.944 -0.610 1.193  C2 1.020
10 H 1.723 2.219 -0.451  C3 1.190
11 H 0.075 1.893 -0.267  C3 1.008
12 H 1.033 2.008 1.316  C3 1.102

---

<c>
Density functional theory data (ωB97M-V/def2-TZVPD) for a 2-piece molecular cluster, C3H6O2P overall.

Its LUMO energy (spin up / spin down) is 3.71 / 3.58 eV. The calculation puts the HOMO energy (spin up / spin down) at -3.3 / -2.7 eV. The molecular weight is 105.05 u. As for the total charge: -1. Its frontier orbital gap (spin up / spin down) is 7.018 / 6.272 eV.

Bonds (Å) are listed after each position.
Element x y z (Å)
1 C -2.318 -1.057 -0.384  C2 1.324, H7 1.105, H8 1.019
2 C -1.352 -1.354 0.471  C1 1.324, H9 1.003
3 C 1.059 1.539 0.104  P6 1.851, H10 1.079, H11 1.025, H12 1.103
4 O 2.640 -0.435 1.238  P6 1.499
5 O 2.252 -0.401 -1.315  P6 1.461
6 P 1.773 -0.167 0.045  C3 1.851, O4 1.499, O5 1.461
7 H -3.344 -1.428 -0.560  C1 1.105
8 H -2.224 -0.286 -1.042  C1 1.019
9 H -1.423 -2.080 1.159  C2 1.003
10 H 0.289 1.583 0.859  C3 1.079
11 H 1.758 2.241 0.368  C3 1.025
12 H 0.890 1.846 -0.942  C3 1.103

---

Energy comparison, zero being the most stable, in hartree: <a> 0.0000; <b> 0.0289; <c> 0.0628.